Entry 1:
ORCA calculation (ωB97M-V with the def2-TZVPD basis set) on a structure of composition C31H19Cl4N3O8PtS4 at a distorted geometry.

Geometry (Å):
Pt1 0.573 0.575 -0.528
Cl1 5.642 5.840 -0.427
C1 4.691 4.379 -0.550
C2 5.354 3.147 -0.670
C3 4.623 1.998 -0.754
Cl2 5.464 0.497 -0.957
C4 3.189 1.969 -0.701
O1 2.596 0.853 -0.748
C5 2.565 3.255 -0.651
C6 1.155 3.432 -0.733
O2 0.260 2.586 -0.821
C7 3.333 4.433 -0.554
H1 6.433 3.097 -0.693
H2 0.820 4.476 -0.753
H3 2.819 5.383 -0.474
O3 -7.546 -1.127 -3.403
S1 -8.564 -0.791 -2.428
O4 -9.434 0.308 -2.814
O5 -9.242 -1.932 -1.836
C8 -7.645 -0.101 -0.995
N1 -8.403 0.328 0.021
C9 -7.728 0.821 1.049
C10 -6.346 0.882 1.085
C11 -5.649 0.397 -0.011
N2 -6.319 -0.089 -1.056
C12 -4.173 0.384 -0.101
C13 -3.346 0.826 0.926
C14 -1.976 0.792 0.775
N3 -1.390 0.354 -0.344
C15 -2.169 -0.095 -1.333
C16 -3.546 -0.096 -1.247
H4 -8.328 1.180 1.879
H5 -5.836 1.299 1.944
H6 -3.753 1.200 1.856
H7 -1.309 1.114 1.564
H8 -1.655 -0.466 -2.208
H9 -4.161 -0.461 -2.060
O6 0.565 -1.457 -0.427
C17 1.753 -2.154 -0.162
C18 1.393 -3.624 0.042
C19 2.003 -4.549 0.832
C20 1.471 -5.860 0.654
C21 0.473 -5.893 -0.268
S2 0.163 -4.337 -0.923
C22 2.671 -2.145 -1.396
C23 3.873 -2.743 -1.624
C24 4.309 -2.614 -2.974
C25 3.406 -1.952 -3.746
S3 2.023 -1.481 -2.848
C26 2.391 -1.624 1.105
C27 3.686 -1.470 1.484
C28 3.812 -0.973 2.816
C29 2.608 -0.785 3.416
S4 1.312 -1.183 2.376
H10 2.798 -4.297 1.521
H11 1.822 -6.730 1.195
H12 -0.110 -6.741 -0.596
H13 4.442 -3.248 -0.855
H14 5.249 -3.004 -3.344
H15 3.476 -1.710 -4.796
H16 4.528 -1.679 0.839
H17 4.761 -0.750 3.286
H18 2.394 -0.386 4.395
Cl3 1.032 5.070 2.334
C30 -0.101 3.694 2.496
Cl4 -1.331 4.078 3.721
C31 0.733 2.387 2.830
O7 0.790 2.061 4.018
O8 1.221 1.866 1.799
H19 -0.616 3.591 1.548

Cartesian forces, eV/Å:
0.4 -0.4 -0.9
0.0 0.0 0.0
0.1 0.1 0.0
-0.2 -0.1 0.0
0.3 0.0 0.0
-0.1 -0.1 0.0
-0.1 0.3 0.0
-0.4 -0.5 0.1
0.1 -0.2 0.1
0.1 0.4 0.0
-0.2 -0.4 0.3
-0.1 0.0 0.0
0.0 0.0 0.0
0.0 0.0 0.0
0.0 0.0 0.0
0.0 0.0 0.1
0.0 0.0 0.1
0.0 0.0 0.0
0.0 0.1 0.0
-0.2 -0.2 -0.4
0.5 0.0 0.0
-0.2 -0.1 -0.1
0.4 0.2 0.4
-0.7 0.0 0.0
0.0 0.0 0.0
0.5 0.0 0.0
-0.2 0.0 0.1
0.0 0.1 0.2
-0.4 0.2 0.1
0.0 -0.2 -0.1
-0.3 0.0 -0.1
0.1 0.0 0.1
-0.1 0.0 0.0
0.1 0.0 0.0
0.0 0.0 0.0
0.0 0.0 0.0
0.1 0.0 0.0
0.4 0.2 -0.1
0.0 0.1 -0.2
-0.1 0.1 0.0
0.0 -0.1 0.1
0.1 0.0 0.0
-0.1 0.0 -0.1
0.0 0.0 0.1
-0.4 0.1 0.0
0.2 0.1 0.0
0.1 -0.1 0.1
-0.2 0.0 -0.1
0.3 -0.1 0.1
-0.1 -0.1 0.0
0.2 0.0 0.0
0.1 -0.1 0.0
-0.2 0.0 0.0
0.2 -0.1 0.0
0.0 0.0 0.0
0.0 0.0 0.0
0.0 0.0 0.1
-0.1 0.0 0.0
0.0 0.0 0.0
0.0 0.0 0.1
-0.1 0.1 0.0
0.0 0.0 0.0
0.0 0.1 -0.1
0.0 0.1 -0.1
0.2 -0.3 0.2
-0.1 0.0 0.0
0.1 -0.1 0.0
0.0 0.0 -0.2
-0.2 0.7 0.6
0.0 0.0 -0.1

As for the total charge: -2. The highest occupied orbital energy is -0.1494 Eh. Its LUMO energy is 3.340 eV. The value obtained for the total energy is -5511.9028 hartree. Its multiplicity is 1.

***

Entry 2:
ORCA calculation (ωB97M-V with the def2-TZVPD basis set) on a structure of composition C31H19Cl5EuOP at a distorted geometry.

Geometry (Å):
Eu1 0.170 -1.834 -0.639
O1 2.322 -1.461 -0.790
C1 1.988 -0.663 -1.706
C2 2.719 0.616 -1.801
C3 4.092 0.755 -1.991
C4 4.652 2.018 -2.085
C5 3.848 3.148 -1.962
C6 2.483 3.013 -1.751
C7 1.898 1.749 -1.692
P1 0.097 1.423 -1.453
C8 -0.068 1.202 0.363
C9 0.911 1.579 1.288
C10 0.647 1.524 2.644
C11 -0.600 1.105 3.103
C12 -1.572 0.718 2.201
C13 -1.297 0.752 0.837
C14 -0.549 3.146 -1.608
C15 -0.891 3.978 -0.546
C16 -1.375 5.261 -0.772
C17 -1.522 5.736 -2.066
C18 -1.190 4.915 -3.138
C19 -0.720 3.633 -2.906
H1 4.708 -0.133 -2.057
H2 5.719 2.127 -2.241
H3 4.286 4.136 -2.028
H4 1.873 3.902 -1.647
H5 1.883 1.906 0.938
H6 1.417 1.791 3.356
H7 -0.792 1.040 4.166
H8 -2.524 0.340 2.547
H9 -2.056 0.425 0.131
H10 -0.777 3.622 0.471
H11 -1.636 5.889 0.070
H12 -1.899 6.736 -2.242
H13 -1.307 5.268 -4.155
H14 -0.476 2.994 -3.748
Cl1 -3.627 -2.201 -1.671
C20 -2.734 -3.746 -1.569
C21 -1.373 -3.712 -1.468
C22 -0.750 -4.919 -1.325
Cl2 1.020 -4.909 -1.093
C23 -1.410 -6.143 -1.349
Cl3 -0.556 -7.646 -1.206
C24 -2.797 -6.135 -1.488
Cl4 -3.670 -7.630 -1.532
C25 -3.479 -4.922 -1.590
Cl5 -5.208 -4.920 -1.737
C26 0.040 -2.337 4.716
C27 -1.090 -2.771 4.025
C28 -1.104 -2.735 2.634
C29 -0.033 -2.268 1.849
C30 1.080 -1.857 2.598
C31 1.135 -1.886 3.994
H15 0.065 -2.366 5.800
H16 -1.951 -3.137 4.575
H17 -2.014 -3.086 2.145
H18 1.965 -1.480 2.082
H19 2.026 -1.554 4.518

Cartesian forces, eV/Å:
-2.4 -0.6 0.2
2.3 0.6 -0.4
0.2 0.3 0.3
0.2 0.1 -0.1
0.0 0.0 0.0
0.0 0.0 0.0
0.0 -0.1 0.0
0.0 0.1 0.0
-0.1 -0.1 0.0
0.1 0.2 -0.1
0.2 0.2 0.0
0.0 -0.1 -0.1
-0.1 -0.1 0.1
0.1 0.0 0.0
0.1 -0.1 -0.1
-0.1 -0.1 0.0
0.0 0.0 -0.1
0.0 0.0 0.1
0.0 0.0 0.0
0.0 0.0 0.0
0.0 0.0 0.0
0.0 -0.1 0.0
0.0 0.0 0.0
0.0 0.0 0.0
0.0 0.0 0.0
0.0 0.0 0.0
0.0 0.0 0.0
0.0 0.0 0.0
0.0 0.0 0.0
0.0 0.0 0.0
0.0 0.1 0.0
0.0 0.0 0.0
0.0 0.0 0.0
0.0 0.0 0.0
0.0 0.0 0.0
0.0 0.0 0.0
0.3 -0.3 0.0
-0.6 0.0 -0.1
-0.1 0.2 -0.1
0.2 -0.4 -0.1
-0.3 0.0 -0.1
0.2 -0.1 0.1
-0.1 0.1 0.0
-0.1 -0.1 0.0
0.1 0.1 0.0
-0.1 0.0 0.0
0.1 0.0 0.0
-0.1 0.0 0.0
0.1 0.1 0.0
-0.1 0.0 0.0
0.0 -0.1 0.5
0.2 0.0 0.1
-0.1 0.0 -0.1
0.0 0.0 0.0
0.0 0.0 0.0
0.0 0.0 0.0
0.0 0.0 0.0
0.0 0.0 0.0

As for the total charge: -1. The expectation value of S² is 15.7611. The highest occupied orbital energy (alpha / beta) is -0.1287 / -0.1602 Eh. Its LUMO energy (alpha / beta) is 2.481 / 2.477 eV. The value obtained for the total energy is -4620.5709 hartree. Its multiplicity is 8.

***

Entry 3:
ORCA calculation (ωB97M-V with the def2-TZVPD basis set) on a structure of composition C31H20Br2CoN4O3S at a distorted geometry.

Geometry (Å):
Co1 -0.143 0.101 0.523
C1 1.179 2.231 -3.065
C2 0.515 3.445 -2.969
C3 -0.464 3.618 -2.002
C4 -0.797 2.626 -1.114
N1 -0.169 1.400 -1.204
C5 0.741 1.217 -2.186
C6 -1.802 2.756 -0.052
C7 -2.764 3.765 0.048
C8 -3.663 3.765 1.118
C9 -3.613 2.696 1.983
C10 -2.680 1.658 1.714
N2 -1.740 1.726 0.799
C11 -2.617 0.358 2.428
C12 -3.569 0.028 3.409
C13 -3.403 -1.166 4.133
C14 -2.357 -2.027 3.776
C15 -1.461 -1.614 2.814
N3 -1.578 -0.463 2.123
H1 1.970 2.003 -3.787
H2 0.788 4.294 -3.584
H3 -1.014 4.534 -1.881
H4 1.172 0.235 -2.155
H5 -2.782 4.567 -0.641
H6 -4.352 4.576 1.280
H7 -4.241 2.626 2.880
H8 -4.367 0.658 3.685
H9 -4.126 -1.394 4.937
H10 -2.288 -3.021 4.220
H11 -0.619 -2.216 2.510
Br1 2.757 -4.115 0.318
C16 0.898 -4.047 -0.099
C17 0.234 -5.166 -0.677
C18 -1.035 -5.013 -1.151
Br2 -2.060 -6.485 -1.859
C19 -1.661 -3.730 -1.192
C20 -2.912 -3.428 -1.849
C21 -3.376 -2.122 -1.934
C22 -2.568 -1.120 -1.408
N4 -1.426 -1.348 -0.797
C23 -0.988 -2.603 -0.655
C24 0.312 -2.740 -0.022
O1 0.867 -1.698 0.500
H12 0.749 -6.112 -0.692
H13 -3.436 -4.259 -2.228
H14 -4.324 -1.883 -2.350
H15 -2.777 -0.047 -1.437
O2 7.486 1.232 -1.633
C25 6.708 0.282 -1.041
O3 7.071 -0.851 -1.019
C26 5.378 0.667 -0.431
C27 4.723 -0.373 0.247
C28 3.436 -0.188 0.774
C29 2.876 1.083 0.736
S1 1.417 1.547 1.638
C30 3.505 2.099 0.007
C31 4.753 1.897 -0.535
H16 7.120 2.095 -1.485
H17 5.240 -1.325 0.324
H18 3.011 -1.062 1.311
H19 3.029 3.088 -0.049
H20 5.236 2.741 -1.049

Cartesian forces, eV/Å:
-0.3 -0.1 0.2
-0.7 -0.7 0.4
0.5 0.0 0.0
-0.5 0.2 0.2
1.4 -1.5 -0.9
0.0 1.2 -1.0
-0.4 0.8 1.0
0.0 0.0 0.1
0.3 -0.6 0.7
0.7 -0.4 -0.2
0.3 -1.1 0.4
-0.2 -0.2 0.8
-0.8 0.9 -0.7
-0.2 -0.5 1.1
1.7 -1.5 0.2
-0.2 0.2 -0.5
-0.9 0.1 0.7
0.0 0.5 -1.0
-0.9 0.1 0.9
-0.4 0.3 0.3
0.0 -0.1 -0.1
0.2 0.4 -0.3
0.3 -0.3 -0.3
0.0 0.6 -0.7
-0.1 0.1 -0.1
0.2 0.1 -0.6
-0.7 0.8 0.0
0.6 -0.1 -0.6
0.2 0.4 0.0
0.1 -0.2 0.1
-0.4 -0.3 0.1
-0.4 1.3 -0.4
0.2 0.9 0.6
-0.9 0.2 -0.3
0.6 0.2 0.2
-0.8 0.7 -0.7
1.2 0.9 1.1
0.9 -1.3 0.4
0.7 1.1 0.5
-0.3 0.4 0.3
0.7 -1.2 -0.1
0.4 -0.8 0.0
-0.2 -0.3 -0.2
0.0 -0.2 -0.1
-0.8 -0.6 -0.5
-0.5 0.1 -0.4
-0.5 -0.4 -0.3
0.0 -0.7 0.1
-0.7 0.6 0.4
0.7 -0.6 -0.3
0.5 -0.7 0.0
-0.6 0.4 -0.3
1.4 -1.1 0.6
-1.0 0.5 0.2
-0.2 -0.5 -0.2
0.0 0.4 0.3
0.4 0.7 -0.6
-0.4 0.7 0.1
-0.2 0.1 0.0
-0.1 1.1 -0.4
0.2 -0.5 0.1
-0.2 -0.4 0.1

As for the total charge: 0. The expectation value of S² is 3.7591. The highest occupied orbital energy (alpha / beta) is -0.2592 / -0.2621 Eh. Its LUMO energy (alpha / beta) is -0.928 / -0.939 eV. The value obtained for the total energy is -8567.1607 hartree. Its multiplicity is 4.